# 1
{
  "formula": "C4H14O2Si2",
  "method": "ωB97M-V/def2-TZVPD",
  "elements": ["C", "Si", "C", "C", "O", "H", "H", "H", "H", "H", "H", "H", "H", "H", "H", "C", "Si", "O", "H", "H", "H", "H"],
  "positions_angstrom": [[-1.676, 1.681, -1.607], [-0.219, 0.815, -0.646], [-1.318, 0.106, 0.784], [1.035, 2.030, 0.143], [0.718, -0.240, -1.442], [-1.406, 2.115, -2.486], [-2.513, 1.032, -1.661], [-1.993, 2.570, -1.082], [-2.119, -0.640, 0.373], [-0.709, -0.456, 1.514], [-1.692, 0.921, 1.284], [0.564, 2.435, 1.019], [1.796, 1.278, 0.295], [1.571, 2.806, -0.349], [0.865, -0.203, -2.590], [3.241, -1.373, -0.674], [1.816, -2.154, 0.213], [0.963, -1.754, 1.389], [3.363, -1.985, -1.533], [3.062, -0.396, -1.144], [4.260, -1.241, -0.164], [1.434, -3.574, -0.301]],
  "max_force_ev_per_a": 6.7,
  "orbital_gap_ev": 9.8267,
  "total_charge": 0,
  "smiles": "C[Si](C)(C)O.C[SiH]=O",
  "homo_ev": -9.843,
  "total_energy_ha": -890.270905,
  "de_lowest_ev": 3.622
}


# 2
{
  "formula": "C4H14O3",
  "method": "ωB97M-V/def2-TZVPD",
  "elements": ["C", "C", "C", "C", "H", "H", "H", "H", "H", "H", "H", "H", "O", "H", "H", "O", "H", "H", "O", "H", "H"],
  "positions_angstrom": [[0.469, -2.203, -1.601], [0.323, -1.828, -0.082], [1.213, -1.713, 0.905], [1.259, -1.491, 2.434], [0.448, -3.244, -1.773], [1.303, -1.731, -2.130], [-0.406, -1.887, -2.146], [-0.722, -1.332, 0.099], [2.219, -1.725, 0.449], [0.338, -1.220, 2.911], [2.082, -0.745, 2.831], [1.401, -2.402, 3.111], [0.708, 1.909, -0.588], [0.314, 2.812, -0.249], [1.166, 1.559, 0.186], [-1.594, 0.856, -1.042], [-1.560, 0.489, -1.990], [-0.542, 0.952, -0.957], [-1.830, 3.035, 0.390], [-2.019, 3.436, -0.455], [-1.875, 2.047, 0.098]],
  "max_force_ev_per_a": 4.4,
  "orbital_gap_ev": 9.8597,
  "total_charge": 0,
  "smiles": "C/C=C/C.O.O.O",
  "homo_ev": -9.270,
  "total_energy_ha": -386.436777,
  "de_lowest_ev": 2.449
}


# 3
{
  "formula": "C4H14O3",
  "method": "ωB97M-V/def2-TZVPD",
  "elements": ["C", "C", "C", "C", "O", "H", "H", "H", "H", "H", "H", "H", "H", "H", "H", "O", "H", "H", "O", "H", "H"],
  "positions_angstrom": [[0.392, -2.272, -0.517], [0.855, -1.087, 0.360], [1.512, 0.029, -0.434], [1.962, 1.162, 0.482], [0.605, 0.504, -1.422], [1.112, -3.037, -0.776], [-0.044, -1.874, -1.440], [-0.496, -2.692, -0.039], [-0.039, -0.676, 0.828], [1.544, -1.460, 1.113], [2.415, -0.401, -0.895], [2.454, 1.919, -0.139], [1.225, 1.574, 1.163], [2.814, 0.756, 1.046], [1.087, 0.991, -2.096], [-1.910, 1.180, -0.248], [-1.067, 1.156, -0.721], [-2.532, 0.793, -0.860], [-4.190, 1.176, 1.861], [-4.436, 1.348, 0.975], [-3.263, 0.913, 1.759]],
  "max_force_ev_per_a": 1.6,
  "orbital_gap_ev": 11.3950,
  "total_charge": 0,
  "smiles": "CC[C@H](C)O.O.O",
  "homo_ev": -10.871,
  "total_energy_ha": -386.511546,
  "de_lowest_ev": 0.414
}


# 4
{
  "formula": "C4H14O4",
  "method": "ωB97M-V/def2-TZVPD",
  "elements": ["C", "C", "O", "C", "C", "H", "H", "H", "H", "H", "H", "H", "H", "H", "H", "O", "H", "H", "O", "H", "H", "O"],
  "positions_angstrom": [[0.402, -1.521, 0.851], [1.050, -0.519, -2.755], [0.990, 1.151, 1.061], [1.257, -0.912, -1.461], [0.267, -1.417, -0.581], [-0.022, -0.760, 1.570], [-0.029, -2.459, 1.216], [1.450, -1.517, 1.171], [0.101, -0.527, -3.283], [1.835, -0.262, -3.461], [1.138, 2.101, 1.063], [2.297, -0.783, -1.172], [-0.673, -1.676, -1.062], [0.069, 0.725, -1.549], [0.297, 0.966, 1.809], [-0.447, 1.510, -1.408], [-1.321, 0.570, 3.381], [-2.535, 0.986, 0.088], [-0.901, 0.448, 2.529], [-0.304, 1.657, -0.454], [-2.134, 0.861, 1.516], [-2.787, 1.378, 0.932]],
  "max_force_ev_per_a": 2.6,
  "orbital_gap_ev": 5.4910,
  "total_charge": 0,
  "homo_ev": -8.848,
  "total_energy_ha": -461.588992,
  "de_lowest_ev": 4.552
}


# 5
{
  "formula": "C4H14O4",
  "method": "ωB97M-V/def2-TZVPD",
  "elements": ["C", "C", "C", "C", "O", "H", "H", "H", "H", "H", "H", "H", "H", "O", "H", "H", "O", "H", "H", "O", "H", "H"],
  "positions_angstrom": [[-0.023, -2.340, -0.506], [0.526, -1.025, -0.783], [0.067, 0.104, -1.329], [0.930, 1.268, -1.655], [-1.198, 0.473, -1.729], [-0.298, -2.880, -1.502], [-0.972, -2.511, 0.016], [0.777, -3.027, 0.067], [1.708, -1.151, -0.576], [1.622, 0.998, -2.470], [1.411, 1.849, -0.792], [0.361, 2.027, -2.230], [-1.905, -0.272, -1.751], [1.097, 1.239, 1.363], [1.506, 1.511, 2.172], [1.006, 0.272, 1.428], [-1.468, 2.099, 1.329], [-0.805, 1.544, 1.572], [-1.407, 2.366, 0.447], [-0.698, -0.736, 2.660], [-1.457, -0.313, 2.314], [-0.782, -1.497, 1.955]],
  "max_force_ev_per_a": 5.0,
  "orbital_gap_ev": 9.1408,
  "total_charge": 0,
  "smiles": "C/C=C(/C)O.O.O.O",
  "homo_ev": -8.784,
  "total_energy_ha": -461.678860,
  "de_lowest_ev": 2.106
}


# 6
{
  "formula": "C4H14O5Rb",
  "method": "ωB97M-V/def2-TZVPD",
  "elements": ["Rb", "O", "H", "H", "C", "C", "O", "O", "H", "H", "H", "H", "H", "H", "C", "C", "O", "O", "H", "H", "H", "H", "H", "H"],
  "positions_angstrom": [[7.505, -30.714, -3.765], [4.797, -30.278, -2.591], [4.351, -30.821, -1.935], [4.606, -29.371, -2.336], [8.551, -29.497, -0.190], [8.598, -30.382, 1.031], [7.797, -29.931, 2.101], [7.376, -29.703, -1.021], [9.437, -29.728, -0.785], [8.566, -28.449, 0.106], [9.619, -30.355, 1.416], [8.401, -31.434, 0.800], [6.869, -30.098, 1.914], [6.649, -29.520, -0.420], [6.981, -34.279, -5.700], [7.836, -35.474, -5.530], [8.776, -35.479, -6.588], [7.668, -33.077, -5.220], [6.009, -34.341, -5.219], [6.802, -34.114, -6.765], [7.239, -36.396, -5.495], [8.330, -35.464, -4.548], [9.516, -36.040, -6.340], [8.116, -32.732, -6.000]],
  "max_force_ev_per_a": 1.3,
  "orbital_gap_ev": 9.9503,
  "total_charge": 1,
  "homo_ev": -13.217,
  "total_energy_ha": -560.878062,
  "de_lowest_ev": 0.500
}


# 7
{
  "formula": "C4H15CuNO11S2",
  "method": "ωB97M-V/def2-TZVPD",
  "elements": ["Cu", "S", "O", "O", "O", "O", "S", "O", "O", "O", "O", "C", "C", "C", "O", "C", "N", "H", "H", "H", "H", "H", "H", "H", "H", "H", "H", "H", "O", "H", "H", "O", "H", "H"],
  "positions_angstrom": [[-16.828, -2.050, -35.056], [-19.832, -1.375, -33.657], [-20.659, -1.766, -32.483], [-20.468, -1.780, -34.900], [-19.597, 0.088, -33.622], [-18.481, -2.018, -33.479], [-17.486, -4.102, -37.121], [-16.671, -4.481, -38.301], [-16.861, -4.531, -35.857], [-17.540, -2.584, -37.101], [-18.823, -4.676, -37.251], [-12.981, -4.143, -33.430], [-13.888, -3.050, -34.047], [-13.642, -2.947, -35.534], [-14.583, -2.017, -36.018], [-14.553, -1.917, -37.433], [-15.312, -3.377, -33.762], [-13.022, -5.037, -34.055], [-13.211, -4.386, -32.391], [-11.943, -3.782, -33.363], [-13.570, -2.148, -33.517], [-13.696, -3.886, -36.096], [-12.621, -2.558, -35.686], [-15.304, -2.597, -37.853], [-13.557, -2.083, -37.867], [-14.854, -0.901, -37.702], [-15.559, -4.147, -34.397], [-15.264, -3.812, -32.845], [-17.132, 0.245, -34.682], [-17.170, 1.123, -35.068], [-18.020, 0.126, -34.240], [-16.988, -1.246, -31.411], [-17.667, -0.872, -30.845], [-17.500, -1.497, -32.255]],
  "max_force_ev_per_a": 1.9,
  "orbital_gap_ev": 4.4634,
  "total_charge": -3,
  "homo_ev": 2.381,
  "total_energy_ha": -3480.598516,
  "de_lowest_ev": 0.586
}


# 8
{
  "formula": "C4H15N2O",
  "method": "ωB97M-V/def2-TZVPD",
  "elements": ["C", "C", "C", "C", "N", "N", "H", "H", "H", "H", "H", "H", "H", "H", "H", "H", "H", "H", "H", "H", "H", "O"],
  "positions_angstrom": [[-0.060, 1.941, 0.937], [1.292, 1.178, 0.706], [1.354, 0.301, -0.521], [-0.595, -0.488, -1.902], [0.038, -0.542, -0.602], [-1.208, 1.078, 1.452], [-0.296, 2.189, -0.106], [0.307, 2.652, 1.610], [2.036, 1.965, 0.557], [1.494, 0.466, 1.615], [2.147, -0.569, -0.345], [1.577, 0.986, -1.468], [-0.881, 0.451, -2.302], [-1.560, -1.028, -1.791], [0.101, -0.979, -2.671], [0.298, -1.468, -0.313], [-0.672, -0.092, 0.221], [-1.304, 0.872, 2.490], [-2.039, 1.577, 1.252], [-0.239, -4.041, -0.035], [-1.041, -3.202, 1.091], [-0.751, -3.249, 0.124]],
  "max_force_ev_per_a": 4.3,
  "orbital_gap_ev": 11.3040,
  "total_charge": 1,
  "homo_ev": -14.068,
  "total_energy_ha": -345.870291,
  "de_lowest_ev": 2.052
}